Record 1
100
Properties=species:S:1:pos:R:3 method="wB97M-V/def2-TZVPD" fmax_ev_per_a=1.2 gap_ev="6.6 / 6.6" total_energy_ev=-117653.53448 molar_mass_g_mol=930.31 multiplicity=2 total_charge=-2 e_above_lowest_kcal_mol=106.8
Ru -0.03 -0.92 1.34
C 3.21 -1.32 -2.24
Si 2.58 -1.31 -0.45
C 3.97 -2.25 0.46
C 2.83 0.47 0.12
C 0.85 -2.04 -0.29
Si -0.26 -1.88 -1.78
C 0.24 -3.24 -3.02
C -2.07 -2.19 -1.36
C -0.20 -0.28 -2.77
Si 0.85 -3.71 0.44
C 2.04 -5.04 -0.21
C -0.77 -4.66 0.53
C 1.46 -3.25 2.19
C 1.77 -4.09 3.25
C 2.33 -3.56 4.40
C 2.58 -2.19 4.46
C 2.20 -1.40 3.40
N 1.64 -1.91 2.30
H 4.11 -0.69 -2.30
H 2.49 -0.95 -2.97
H 3.50 -2.33 -2.54
H 4.87 -2.18 -0.15
H 3.78 -3.31 0.65
H 4.19 -1.78 1.42
H 3.91 0.61 0.26
H 2.32 0.76 1.04
H 2.49 1.16 -0.66
H 0.18 -4.24 -2.58
H 1.27 -3.09 -3.36
H -0.42 -3.22 -3.90
H -2.31 -3.25 -1.33
H -2.68 -1.72 -2.14
H -2.34 -1.75 -0.41
H 0.56 0.42 -2.42
H -1.15 0.23 -2.65
H -0.04 -0.47 -3.84
H 1.51 -5.68 -0.92
H 2.39 -5.68 0.61
H 2.92 -4.64 -0.71
H -1.01 -5.05 -0.47
H -1.60 -4.06 0.90
H -0.62 -5.52 1.19
H 1.57 -5.15 3.17
H 2.56 -4.19 5.25
H 3.02 -1.73 5.33
H 2.31 -0.32 3.43
O -2.59 -3.17 4.21
S -2.02 -2.09 3.44
O -2.19 -2.25 1.99
O -0.64 -1.73 3.76
C -2.97 -0.64 3.87
C -4.33 -0.88 4.01
C -5.23 0.14 4.26
C -4.74 1.43 4.38
C -3.39 1.68 4.25
C -2.47 0.66 3.99
S -0.75 1.34 4.08
O -1.03 2.72 3.45
O -0.57 1.46 5.50
O 0.32 0.75 3.34
H -4.67 -1.90 3.91
H -6.28 -0.07 4.35
H -5.42 2.26 4.57
H -3.04 2.70 4.35
C 3.20 5.41 -3.87
C 2.00 4.50 -3.96
C 1.63 3.97 -5.19
C 0.54 3.12 -5.28
C -0.18 2.80 -4.15
C 0.16 3.34 -2.90
N -0.52 2.98 -1.74
C -1.79 2.44 -1.62
C -2.79 2.69 -2.57
C -4.07 2.18 -2.41
C -4.38 1.41 -1.31
C -3.40 1.15 -0.36
C -2.11 1.65 -0.50
C -1.05 1.25 0.54
O -1.57 0.34 1.45
O -0.03 0.49 -0.09
C 1.26 4.21 -2.81
C 1.67 4.80 -1.49
H 3.70 5.48 -4.84
H 3.92 5.04 -3.14
H 2.92 6.42 -3.56
H 2.22 4.21 -6.07
H 0.27 2.68 -6.23
H -0.99 2.08 -4.21
H 0.00 2.99 -0.87
H -2.57 3.32 -3.42
H -4.82 2.39 -3.16
H -5.38 1.00 -1.18
H -3.60 0.54 0.51
H 0.89 4.77 -0.74
H 1.96 5.85 -1.60
H 2.53 4.27 -1.06
S 0.23 4.74 2.33
C -0.40 3.20 2.06
N -0.45 2.47 1.05

---

Record 2
12
Properties=species:S:1:pos:R:3 method="wB97M-V/def2-TZVPD" fmax_ev_per_a=5.1 gap_ev=8.7 total_energy_ev=-7219.88575 molar_mass_g_mol=82.11 e_above_lowest_kcal_mol=131.6
N 2.05 0.13 0.08
C 0.64 0.05 -0.03
C 0.37 1.27 -0.38
C -1.92 0.61 -0.17
C -1.61 -0.67 0.07
N -0.23 -0.98 0.20
H 2.64 -0.17 -0.68
H 2.45 0.23 0.99
H 0.77 2.27 -0.25
H -3.02 0.78 -0.25
H -2.25 -1.56 0.18
H 0.11 -1.92 0.27

---

Record 3
35
Properties=species:S:1:pos:R:3 method="wB97M-V/def2-TZVPD" fmax_ev_per_a=4.0 gap_ev=10.0 total_energy_ev=-41507.67232 molar_mass_g_mol=279.60 total_charge=-1 e_above_lowest_kcal_mol=24.4
Cl 1.13 -0.38 0.68
O 2.41 -0.27 0.01
O 0.08 -0.64 -0.32
O 1.16 -1.52 1.69
O 0.90 0.87 1.45
O -1.47 2.37 1.97
H -2.24 2.78 1.65
H -1.03 2.37 1.11
O 1.53 -2.63 -1.70
H 1.13 -1.98 -2.24
H 2.14 -2.02 -1.34
O -1.00 2.54 -0.70
H -0.04 2.29 -0.83
H -1.57 1.75 -0.66
O 1.53 1.77 -1.44
H 1.84 1.16 -0.81
H 2.26 2.26 -1.79
O -1.06 -2.79 2.53
H -1.78 -2.88 1.90
H -0.22 -2.62 2.17
O -2.61 0.51 -0.08
H -2.38 0.25 0.81
H -2.10 -0.09 -0.59
O 1.16 -0.27 -3.46
H 0.40 -0.81 -3.75
H 0.92 0.35 -2.81
O -2.00 -0.22 2.44
H -1.64 -1.09 2.37
H -1.23 0.32 2.30
O -0.77 -3.77 -1.06
H 0.06 -3.32 -1.09
H -0.67 -4.20 -1.88
O 1.43 3.58 1.24
H 2.27 3.76 0.92
H 1.48 2.60 1.32

---

Record 4
13
Properties=species:S:1:pos:R:3 method="wB97M-V/def2-TZVPD" fmax_ev_per_a=0.6 gap_ev=10.6 smiles="C#CC(=O)[C@@H](C)O" total_energy_ev=-9374.78844 molar_mass_g_mol=98.10 e_above_lowest_kcal_mol=53.2
C -1.35 -2.56 0.49
C -0.90 -1.60 -0.08
C -0.50 -0.36 -0.73
O -0.59 -0.20 -1.93
C -0.03 0.76 0.19
C 1.50 0.73 0.28
O -0.44 2.01 -0.31
H -1.77 -3.41 0.99
H -0.46 0.58 1.19
H 1.84 1.51 0.97
H 1.92 0.93 -0.71
H 1.86 -0.24 0.64
H -1.08 1.85 -1.01

---

Record 5
5
Properties=species:S:1:pos:R:3 method="wB97M-V/def2-TZVPD" fmax_ev_per_a=0.8 gap_ev=11.9 smiles=ClC(Cl)Cl total_energy_ev=-38620.34107 molar_mass_g_mol=119.38 e_above_lowest_kcal_mol=0.3
Cl 9.75 8.80 -21.19
C 10.12 7.82 -22.64
Cl 11.29 8.66 -23.66
Cl 8.65 7.42 -23.48
H 10.61 6.92 -22.29

---

Record 6
20
Properties=species:S:1:pos:R:3 method="wB97M-V/def2-TZVPD" fmax_ev_per_a=4.2 gap_ev=10.6 total_energy_ev=-8368.21747 molar_mass_g_mol=101.17 total_charge=+1 e_above_lowest_kcal_mol=59.8
C -1.48 1.41 0.40
C -0.94 0.20 0.28
C -1.73 -1.14 0.13
C 1.47 0.89 0.96
C 0.57 -0.07 0.33
N 0.94 -1.37 0.39
N 0.73 0.17 -1.67
H -0.97 2.43 0.45
H -2.58 1.54 0.32
H -1.56 -1.59 -0.94
H -2.76 -0.87 0.27
H -1.54 -1.80 1.11
H 2.58 0.75 0.59
H 1.23 1.98 0.89
H 1.42 0.55 1.97
H 0.37 -2.18 0.14
H 1.94 -1.57 0.56
H 0.51 -0.64 -2.11
H 1.66 0.42 -1.98
H 0.14 0.88 -2.10

---

What did the second record say?
12
Properties=species:S:1:pos:R:3 method="wB97M-V/def2-TZVPD" fmax_ev_per_a=5.1 gap_ev=8.7 total_energy_ev=-7219.88575 molar_mass_g_mol=82.11 e_above_lowest_kcal_mol=131.6
N 2.05 0.13 0.08
C 0.64 0.05 -0.03
C 0.37 1.27 -0.38
C -1.92 0.61 -0.17
C -1.61 -0.67 0.07
N -0.23 -0.98 0.20
H 2.64 -0.17 -0.68
H 2.45 0.23 0.99
H 0.77 2.27 -0.25
H -3.02 0.78 -0.25
H -2.25 -1.56 0.18
H 0.11 -1.92 0.27